1.
11
Properties=species:S:1:pos:R:3:forces:R:3 method="wB97M-V/def2-TZVPD" charge=+1 fmax_ev_per_a=3.86 relative_energy_kj_mol=794.0 homo_ev="-16.997 / -16.169"
C 0.221 -1.766 0.492 -0.8 -0.1 -3.8
C 0.985 -0.371 0.011 -1.3 -0.1 -3.3
C 0.057 0.721 0.463 -1.5 0.8 -1.2
O 2.066 -0.538 0.775 3.2 -0.4 1.1
O 1.885 -0.725 2.045 0.1 1.0 -0.6
O 0.388 -2.187 1.525 -0.9 -1.7 1.1
H -0.627 -2.435 -0.916 1.0 0.8 2.1
H 1.285 -0.445 -1.160 -0.6 0.2 3.0
H -0.591 0.281 1.181 -1.2 -0.2 0.5
H -0.591 1.216 -0.375 1.6 -0.9 1.6
H 0.592 1.384 1.136 0.4 0.7 -0.6



2.
94
Properties=species:S:1:pos:R:3:forces:R:3 method="wB97M-V/def2-TZVPD" fmax_ev_per_a=0.51 spin_multiplicity=3 homo_ev="-7.215 / -7.252"
V -0.294 0.521 -0.215 0.2 0.3 -0.3
C -2.438 2.852 -3.190 0.0 0.0 0.0
N -1.014 3.073 -3.316 -0.1 0.0 0.0
C -0.309 3.046 -4.506 -0.1 0.0 0.1
C 0.963 3.365 -4.199 0.1 0.0 0.1
N 1.039 3.598 -2.842 0.0 0.0 -0.1
B 2.347 4.161 -2.215 0.0 0.0 0.0
N 2.587 3.627 -0.761 0.0 0.0 0.0
C 3.113 4.434 0.218 0.0 0.0 -0.1
C 3.313 3.684 1.323 0.0 -0.1 0.0
N 2.887 2.410 1.014 0.0 0.0 0.1
C 3.073 1.261 1.885 0.0 0.0 0.0
C 2.439 2.401 -0.261 0.0 0.1 0.0
S 1.834 1.001 -1.099 0.2 -0.1 0.0
C -0.174 3.403 -2.297 0.1 0.0 -0.1
S -0.614 3.474 -0.641 0.0 -0.1 0.0
H -2.856 2.753 -4.189 0.0 0.0 0.0
H -2.899 3.700 -2.686 0.0 0.0 0.0
H -2.633 1.947 -2.619 0.0 0.0 0.0
H -0.779 2.802 -5.442 0.0 0.0 0.0
H 1.833 3.453 -4.826 0.0 0.0 0.0
H 3.256 3.804 -2.928 0.0 0.0 0.0
H 2.288 5.364 -2.121 0.0 0.0 0.0
H 3.290 5.479 0.036 0.0 0.0 0.0
H 3.711 3.927 2.293 0.0 0.0 0.0
H 2.843 1.555 2.905 0.0 0.0 0.0
H 4.104 0.913 1.828 0.0 0.0 0.0
H 2.400 0.469 1.585 0.0 0.0 0.0
C -4.777 0.226 -0.640 -0.1 0.0 0.0
S -3.395 0.903 0.263 0.0 -0.1 0.0
C -3.868 2.617 0.212 0.0 0.1 0.0
O -2.245 0.720 -0.745 0.0 -0.2 0.4
H -5.689 0.456 -0.088 0.0 0.0 0.0
H -4.644 -0.852 -0.707 0.0 0.0 0.0
H -4.806 0.669 -1.635 0.0 0.0 0.0
H -4.667 2.741 0.946 0.0 0.0 0.0
H -4.200 2.901 -0.785 0.0 0.0 0.0
H -2.985 3.183 0.500 -0.1 0.0 0.0
C -0.263 -3.098 1.886 0.0 0.0 0.0
C -1.036 -2.994 0.562 0.0 0.0 0.0
C -1.476 -4.404 0.148 0.0 0.0 0.0
C -2.296 -2.186 0.904 0.0 0.0 0.0
Si 0.004 -2.027 -0.787 0.0 0.1 0.1
C -0.782 -2.242 -2.568 0.0 0.0 0.0
C -0.291 -1.070 -3.438 0.0 0.0 0.0
C -0.435 -3.556 -3.281 0.0 0.0 0.0
C -2.314 -2.142 -2.561 0.0 -0.1 0.0
C 1.817 -2.754 -0.809 0.0 0.0 0.0
C 1.831 -4.292 -0.796 0.0 0.0 0.0
C 2.616 -2.311 -2.047 0.0 0.0 0.0
C 2.623 -2.274 0.410 0.0 0.0 0.0
H -0.934 -3.480 2.667 0.0 0.0 0.0
H 0.101 -2.120 2.217 0.0 0.0 0.0
H 0.586 -3.778 1.832 0.0 0.0 0.0
H -2.015 -4.878 0.980 0.0 0.0 0.0
H -0.635 -5.049 -0.104 0.0 0.0 0.0
H -2.153 -4.394 -0.708 0.0 0.0 0.0
H -2.905 -2.738 1.632 0.0 0.0 0.0
H -2.917 -1.998 0.028 0.0 0.0 0.0
H -2.037 -1.232 1.371 0.0 0.0 0.0
H 0.793 -1.035 -3.541 0.0 0.0 0.0
H -0.609 -0.100 -3.034 0.0 0.0 0.0
H -0.720 -1.149 -4.446 0.0 0.0 0.0
H 0.633 -3.676 -3.456 -0.1 0.0 0.0
H -0.928 -3.578 -4.262 0.0 0.0 0.0
H -0.781 -4.429 -2.723 0.0 0.0 0.0
H -2.656 -1.210 -2.116 0.0 0.1 0.0
H -2.788 -2.976 -2.042 0.0 0.0 0.0
H -2.674 -2.164 -3.599 0.0 0.0 0.0
H 1.246 -4.731 -1.605 0.0 0.0 0.0
H 1.463 -4.703 0.145 0.0 0.0 0.0
H 2.865 -4.639 -0.914 0.0 0.0 0.0
H 2.236 -2.742 -2.973 0.0 0.0 0.0
H 3.652 -2.658 -1.937 0.0 0.0 0.0
H 2.653 -1.228 -2.161 0.0 0.0 0.0
H 2.138 -2.481 1.365 0.1 0.0 -0.1
H 2.817 -1.205 0.344 0.0 0.0 0.0
H 3.595 -2.785 0.419 0.0 0.0 0.0
O -1.551 2.102 2.202 0.0 0.1 0.0
C -0.615 1.383 2.511 -0.1 -0.4 0.0
O -0.031 0.538 1.706 -0.1 0.2 -0.1
C -0.088 1.359 3.920 0.0 0.1 0.0
C -0.468 2.364 4.800 0.0 0.1 0.0
C 0.003 2.374 6.105 0.0 0.0 0.0
C 0.850 1.368 6.546 0.0 0.0 0.0
C 1.202 0.371 5.654 0.0 -0.1 0.0
C 0.754 0.343 4.348 0.0 0.0 0.0
N 2.107 -0.704 6.114 0.0 0.0 0.0
O 2.418 -1.560 5.311 0.0 0.0 0.0
O 2.492 -0.661 7.264 0.0 0.0 0.0
H -1.133 3.138 4.439 0.0 0.0 0.0
H -0.289 3.164 6.784 0.0 0.0 0.0
H 1.235 1.343 7.554 0.0 0.0 0.0
H 1.051 -0.453 3.682 0.0 0.0 0.0



3.
13
Properties=species:S:1:pos:R:3:forces:R:3 method="wB97M-V/def2-TZVPD" smiles=C1[C@@H]2[C@H]1[C@@H]1N[C@H]21 fmax_ev_per_a=0.44 relative_energy_kj_mol=345.7 homo_ev=-8.715
C -1.224 0.687 0.016 -0.1 0.2 0.0
C -0.447 -0.216 -0.903 -0.1 -0.1 -0.2
C -0.676 -0.575 0.564 -0.1 0.0 0.1
C 0.866 -0.497 0.781 0.1 -0.2 0.2
N 1.547 0.718 0.310 -0.2 0.0 0.3
C 1.081 -0.242 -0.652 0.2 -0.2 -0.3
H -2.290 0.631 -0.192 0.1 0.1 0.1
H -0.903 1.659 0.382 0.0 0.0 -0.2
H -0.869 -0.543 -1.847 -0.1 -0.2 0.3
H -1.296 -1.308 1.076 0.2 0.0 -0.4
H 1.394 -1.185 1.434 0.0 0.3 -0.1
H 0.996 1.575 0.316 0.1 -0.2 0.2
H 1.780 -0.743 -1.310 -0.1 0.2 0.0



4.
14
Properties=species:S:1:pos:R:3:forces:R:3 method="wB97M-V/def2-TZVPD" smiles=C#C[C@H](O)CC fmax_ev_per_a=0.88 relative_energy_kj_mol=232.2 homo_ev=-10.111
C -0.101 -1.571 -1.664 -0.6 -0.3 0.5
C -0.535 -1.121 -0.633 0.6 0.3 -0.5
C -0.827 -0.330 0.578 0.0 -0.3 -0.4
O -2.196 0.064 0.613 -0.1 0.0 0.0
C 0.066 0.933 0.631 0.3 0.2 0.1
C 1.492 0.710 0.079 -0.3 0.4 0.0
H 0.201 -2.095 -2.540 0.0 0.1 0.0
H -0.647 -0.986 1.448 0.2 0.3 -0.2
H -2.664 -0.428 -0.071 0.0 0.1 0.1
H -0.452 1.727 0.083 0.0 -0.2 0.2
H 0.125 1.209 1.686 -0.1 0.2 -0.1
H 1.729 -0.301 0.346 0.7 -0.5 0.0
H 2.285 1.383 0.452 -0.6 -0.2 0.2
H 1.522 0.806 -1.008 -0.1 -0.2 0.1



Repeat the third record exactly.
13
Properties=species:S:1:pos:R:3:forces:R:3 method="wB97M-V/def2-TZVPD" smiles=C1[C@@H]2[C@H]1[C@@H]1N[C@H]21 fmax_ev_per_a=0.44 relative_energy_kj_mol=345.7 homo_ev=-8.715
C -1.224 0.687 0.016 -0.1 0.2 0.0
C -0.447 -0.216 -0.903 -0.1 -0.1 -0.2
C -0.676 -0.575 0.564 -0.1 0.0 0.1
C 0.866 -0.497 0.781 0.1 -0.2 0.2
N 1.547 0.718 0.310 -0.2 0.0 0.3
C 1.081 -0.242 -0.652 0.2 -0.2 -0.3
H -2.290 0.631 -0.192 0.1 0.1 0.1
H -0.903 1.659 0.382 0.0 0.0 -0.2
H -0.869 -0.543 -1.847 -0.1 -0.2 0.3
H -1.296 -1.308 1.076 0.2 0.0 -0.4
H 1.394 -1.185 1.434 0.0 0.3 -0.1
H 0.996 1.575 0.316 0.1 -0.2 0.2
H 1.780 -0.743 -1.310 -0.1 0.2 0.0